The following is a quantum chemistry calculation of one molecule with the formula C4H6N2O, from OMol25.

```
13
Properties=species:S:1:pos:R:3:forces:R:3:mulliken_charge:R:1
C 1.139652 -0.462514 0.104591 0.00 -0.06 -0.25 -0.744
H -2.067122 0.311606 -0.324424 0.16 -0.01 0.27 0.318
O -0.308460 2.638549 -0.553417 -0.25 0.04 -0.14 -0.516
N 1.160580 0.892651 -0.199898 -0.07 0.23 -0.27 -0.033
H 1.942113 1.504832 -0.035783 -0.11 0.01 -0.21 0.235
C -0.173135 -0.850046 0.175276 0.33 0.13 0.05 0.546
H 1.976119 -1.099701 -0.139698 0.17 0.10 0.59 0.313
H 0.385978 -2.473393 1.092720 -0.39 -0.44 0.00 0.225
N -0.488730 -2.072238 0.780464 -0.11 -0.15 -0.03 -0.528
H -1.249483 2.773248 -0.709898 0.07 0.11 0.06 0.321
C -0.993890 0.266699 -0.186724 0.00 0.06 0.23 -0.603
H -1.104533 -2.733459 0.330588 0.10 0.15 -0.21 0.226
C -0.114390 1.315668 -0.341885 0.10 -0.16 -0.08 0.240
```
Forces are in eV/Å.

Values from the calculation:
total charge = 0
SMILES string = Nc1c[nH]c(O)c1
LUMO energy = 0.862 eV
strongest force on any atom = 0.62 eV/A
HOMO-LUMO gap = 8.106 eV
HOMO energy = -7.244 eV
energy above the lowest of the compared OMol25 structures with the same formula, charge and spin = 31.3 kcal/mol
molecular weight = 98.1 g/mol

=====

The following is a quantum chemistry calculation of one molecule with the formula C4H6N2O, from OMol25.

```
13
Properties=species:S:1:pos:R:3:forces:R:3:mulliken_charge:R:1
N 0.884317 -1.195811 -0.026170 0.15 0.12 0.13 -0.002
H 1.437373 -2.028211 0.092874 -0.09 0.11 -0.08 0.205
H -2.751525 0.102865 -0.883409 0.05 0.04 0.05 0.249
N -2.140552 0.748870 -0.398387 -0.11 -0.12 0.08 -0.568
C 0.316654 0.953455 0.098436 0.03 0.02 0.02 -0.654
H -2.583364 0.987531 0.484636 0.09 0.04 -0.16 0.256
H -1.064356 -2.034154 -0.423766 0.10 0.18 0.00 0.353
C 1.348808 0.058241 0.210352 -0.24 -0.12 -0.05 0.250
C -0.485738 -1.136586 -0.252265 -0.13 0.03 0.01 -0.993
O 2.668883 0.196089 0.498721 -0.01 0.18 -0.03 -0.523
C -0.855170 0.180967 -0.190460 0.16 -0.18 0.03 0.766
H 2.853706 1.135666 0.617274 0.00 -0.16 -0.01 0.328
H 0.370959 2.031078 0.172167 0.01 -0.15 0.02 0.333
```
Forces are in eV/Å.

Values from the calculation:
total charge = 0
SMILES string = Nc1c[nH]c(O)c1
LUMO energy = 0.848 eV
strongest force on any atom = 0.28 eV/A
HOMO-LUMO gap = 8.362 eV
HOMO energy = -7.514 eV
energy above the lowest of the compared OMol25 structures with the same formula, charge and spin = 22.2 kcal/mol
molecular weight = 98.1 g/mol

=====

The following is a quantum chemistry calculation of C4H6N2O as an isolated structure, from OMol25.

```
13
Properties=species:S:1:pos:R:3:forces:R:3:mulliken_charge:R:1
N -0.673659 -0.128559 -0.029972 2.58 -0.30 -0.35 0.162
H -1.679040 1.716482 -0.458283 -0.14 -0.18 -0.71 0.470
N -1.590199 -0.730476 0.805732 0.32 -0.33 0.62 -0.620
H -2.009383 -0.119516 1.500431 0.22 -0.02 -0.11 0.224
H 2.649646 -1.467415 0.312080 0.13 0.03 -0.15 0.297
C -0.762915 1.148162 -0.484091 1.43 0.42 -0.86 -0.070
H 1.004452 -2.325270 0.309809 -0.18 -0.14 0.05 0.293
C 0.969302 -0.273617 -0.037703 -2.01 -1.83 2.71 0.414
C 0.490545 1.543833 -0.845817 -1.34 2.79 0.35 -0.559
O 1.505262 0.956523 -0.071566 -0.83 -1.54 -1.49 -0.329
H 0.807779 2.347887 -1.482713 -0.09 0.36 0.27 0.402
H -2.291566 -1.241715 0.282788 0.19 0.19 -0.01 0.240
C 1.579775 -1.426320 0.199303 -0.29 0.54 -0.32 -0.925
```
Forces are in eV/Å.

Values from the calculation:
total charge = 0
LUMO energy = 0.940 eV
strongest force on any atom = 3.84 eV/A
HOMO-LUMO gap = 8.481 eV
HOMO energy = -7.541 eV
energy above the lowest of the compared OMol25 structures with the same formula, charge and spin = 110.5 kcal/mol
molecular weight = 98.1 g/mol

=====

The following is a quantum chemistry calculation of one molecule with the formula C4H6N2O, from OMol25.

```
13
Properties=species:S:1:pos:R:3:forces:R:3:mulliken_charge:R:1
C -0.012962 -1.083955 1.025540 -0.46 -0.47 0.24 -0.454
C 0.299500 1.564248 -1.453564 1.73 0.99 -0.62 0.065
H -0.335948 -1.222341 2.071822 0.54 0.68 -0.22 0.317
N 0.003552 0.537230 -0.641529 -1.17 -1.06 -0.48 0.457
C -1.229508 -1.092912 0.145295 -0.88 0.87 -1.77 -0.128
C 0.711159 0.217386 0.551233 -1.43 -0.12 2.70 -0.592
N -1.186189 -0.187049 -0.774434 -0.14 -0.43 0.68 -0.580
H 0.543311 1.030479 1.315847 0.50 -0.70 -0.65 0.271
H 0.606050 -1.947134 0.807466 0.11 -0.32 -0.11 0.230
O -0.397519 2.075108 -2.293336 0.11 -0.19 0.17 -0.512
H 1.414326 1.862294 -1.282791 -1.49 -0.09 -0.12 0.225
H -2.152698 -1.746910 0.106613 1.49 0.65 0.45 0.382
H 1.736926 -0.006443 0.421840 1.09 0.19 -0.27 0.319
```
Forces are in eV/Å.

Values from the calculation:
total charge = 0
SMILES string = O=CN1CCC=N1
LUMO energy = 0.761 eV
strongest force on any atom = 3.06 eV/A
HOMO-LUMO gap = 9.854 eV
HOMO energy = -9.093 eV
energy above the lowest of the compared OMol25 structures with the same formula, charge and spin = 46.5 kcal/mol
molecular weight = 98.1 g/mol

=====

The following is a quantum chemistry calculation of one molecule with the formula C4H6N2O, from OMol25.

```
13
Properties=species:S:1:pos:R:3:forces:R:3:mulliken_charge:R:1
H -2.232672 -0.692266 1.272235 0.17 0.64 -0.68 0.236
N 1.870036 -0.736002 0.228933 -0.59 0.43 -0.56 -0.635
H 0.218599 -2.091696 -0.074992 0.10 -0.18 -0.08 0.377
C 0.629696 -1.099241 -0.057979 0.90 -0.09 0.83 -0.072
C 1.863580 0.655539 0.145361 0.94 -0.46 0.24 -0.380
N -0.155875 -0.030513 -0.214394 -0.83 0.52 -0.85 0.268
H -2.215238 1.076581 0.999418 0.14 0.13 -0.38 0.260
C 0.620183 1.115259 -0.148457 -0.57 -0.52 0.18 -0.282
C -2.352859 0.116988 0.502245 -0.13 -1.47 0.40 -0.504
H 2.798542 1.223732 0.299437 -0.87 -0.41 -0.09 0.359
H 0.171505 2.076192 -0.243323 -0.03 0.41 -0.14 0.411
O -1.493538 -0.119066 -0.637939 0.85 0.67 1.16 -0.309
H -3.355160 -0.005688 0.101943 -0.07 0.32 -0.04 0.270
```
Forces are in eV/Å.

Values from the calculation:
total charge = 0
SMILES string = COn1ccnc1
LUMO energy = 0.862 eV
strongest force on any atom = 1.59 eV/A
HOMO-LUMO gap = 9.977 eV
HOMO energy = -9.115 eV
energy above the lowest of the compared OMol25 structures with the same formula, charge and spin = 67.0 kcal/mol
molecular weight = 98.1 g/mol

=====

The following is a quantum chemistry calculation of a 2-piece molecular cluster, C4H6N2O overall, from OMol25.

```
13
Properties=species:S:1:pos:R:3:forces:R:3:mulliken_charge:R:1
H 1.200968 -1.803500 0.918085 0.02 0.10 -0.13 0.198
H -2.541919 1.022415 0.601410 -0.09 0.13 0.13 -0.170
C 0.188716 -0.245950 -0.120618 0.28 0.14 -0.04 0.457
C -1.820627 -0.379083 -1.164456 -0.12 -0.26 0.29 -0.439
H -2.794278 0.771600 1.254168 -0.04 0.06 -0.02 0.177
H 3.289247 -0.329859 0.712598 -0.16 0.05 0.04 0.367
C 0.646608 0.968678 -0.526176 -0.19 0.01 -0.10 -0.157
H -2.745776 -0.981887 -1.024213 0.13 -0.02 -0.02 0.219
H 0.087682 1.745140 -1.026770 0.15 -0.11 0.06 0.451
C 2.302225 -0.055994 0.365115 0.12 0.03 0.03 -0.236
O -1.030888 -0.876743 -0.234379 -0.03 0.08 -0.30 -0.249
N 1.982697 1.068910 -0.219750 0.01 -0.22 0.14 -0.591
N 1.235342 -0.903726 0.464984 -0.08 0.01 -0.07 -0.028
```
Forces are in eV/Å.

Values from the calculation:
total charge = 0
LUMO energy = 0.137 eV
strongest force on any atom = 0.40 eV/A
HOMO-LUMO gap = 9.156 eV
HOMO energy = -9.020 eV
energy above the lowest of the compared OMol25 structures with the same formula, charge and spin = 115.0 kcal/mol
molecular weight = 98.1 g/mol

=====

The following is a quantum chemistry calculation of one molecule with the formula C4H6N2O, from OMol25.

```
13
Properties=species:S:1:pos:R:3:forces:R:3:mulliken_charge:R:1
C 0.094656 -1.181885 0.060365 0.12 0.07 -0.03 -0.551
C 2.053049 0.463750 0.124704 0.05 0.02 -0.01 -1.034
H -2.677516 1.715934 -0.437415 -0.05 -0.07 0.10 0.367
H 2.252989 0.795283 1.150429 -0.01 0.01 -0.16 0.231
H -2.010437 -1.699551 0.152786 0.15 0.03 -0.16 0.204
C -1.494397 0.313381 -0.120660 0.13 -0.12 0.00 0.346
O -2.752751 0.773889 -0.230132 0.09 0.19 -0.04 -0.501
C 0.616897 0.072588 -0.014165 0.16 -0.19 0.08 0.637
H 0.572556 -2.149828 0.084061 -0.15 0.12 0.15 0.372
N -0.396924 1.014567 -0.136218 -0.18 -0.20 0.04 -0.647
N -1.287435 -1.016518 -0.004609 -0.09 0.13 -0.03 -0.022
H 2.710915 -0.386483 -0.082719 -0.12 0.13 0.02 0.296
H 2.318395 1.284873 -0.546427 -0.09 -0.12 0.04 0.304
```
Forces are in eV/Å.

Values from the calculation:
total charge = 0
SMILES string = Cc1c[nH]c(O)n1
LUMO energy = 0.817 eV
strongest force on any atom = 0.27 eV/A
HOMO-LUMO gap = 8.982 eV
HOMO energy = -8.164 eV
energy above the lowest of the compared OMol25 structures with the same formula, charge and spin = 6.4 kcal/mol
molecular weight = 98.1 g/mol

=====

The following is a quantum chemistry calculation of one molecule with the formula C4H6N2O, from OMol25.

```
13
Properties=species:S:1:pos:R:3:forces:R:3:mulliken_charge:R:1
H -0.208754 -3.591811 -1.133168 0.01 0.20 -0.07 0.355
H 1.721632 1.310947 -1.188926 -0.10 -0.01 0.15 0.254
H 0.153260 -1.198189 -1.946022 -1.29 -1.36 -1.25 0.188
H -0.757162 2.166858 1.239235 -0.21 0.05 0.06 0.386
H 1.568624 2.187770 0.211642 0.06 0.08 0.00 0.226
N 1.073757 1.658302 -0.493040 0.33 -0.13 0.24 -0.539
H -2.018148 0.703460 2.385432 -0.04 -0.02 -0.02 0.245
C -0.738062 1.087066 1.060717 -0.27 0.09 0.09 -0.276
C 0.224324 0.667362 0.032232 -0.08 -0.15 0.21 0.126
N -1.414543 0.230665 1.715030 0.08 0.49 -0.05 -0.560
C 0.207753 -0.604930 -0.295532 0.05 0.12 0.87 0.163
C -0.079062 -1.676397 -0.981763 1.47 0.80 -0.07 -0.128
O 0.266383 -2.941105 -0.605836 -0.02 -0.18 -0.16 -0.441
```
Forces are in eV/Å.

Values from the calculation:
total charge = 0
SMILES string = [H]/N=C/C(N)=C=CO
LUMO energy = 0.582 eV
strongest force on any atom = 2.25 eV/A
HOMO-LUMO gap = 8.702 eV
HOMO energy = -8.119 eV
energy above the lowest of the compared OMol25 structures with the same formula, charge and spin = 97.5 kcal/mol
molecular weight = 98.1 g/mol

=====

The following is a quantum chemistry calculation of one molecule with the formula C4H6N2O, from OMol25.

```
13
Properties=species:S:1:pos:R:3:forces:R:3:mulliken_charge:R:1
N -2.978209 -0.027055 -1.444738 0.23 -0.03 0.14 -0.398
C 0.168192 -0.083845 -0.020443 -1.03 -1.07 0.47 0.834
H 1.879625 -1.061293 -0.839120 -0.07 0.13 0.06 0.348
H -1.538789 0.246522 1.247067 0.04 0.08 -0.21 0.436
H 2.238734 0.282983 0.266255 -0.03 -0.09 -0.04 0.294
H 0.005202 0.280087 2.093189 0.15 0.10 -0.11 0.350
N -0.513434 -0.271373 -1.151387 1.74 1.51 0.97 0.183
O 0.307893 0.398616 -2.063305 -0.20 -0.58 -1.02 -0.643
H 1.652761 -1.240159 0.936526 -0.13 0.16 -0.05 0.388
H -0.460253 1.623436 1.019980 0.03 -0.05 -0.05 0.309
C -1.842243 -0.120835 -1.276271 -0.67 -0.01 -0.22 0.359
C -0.487858 0.535098 1.155859 -0.22 -0.36 0.32 -1.312
C 1.568380 -0.562183 0.076387 0.15 0.22 -0.25 -1.147
```
Forces are in eV/Å.

Values from the calculation:
total charge = 0
SMILES string = CC(C)=[N+]([O-])C#N
LUMO energy (alpha / beta) = -0.958 / -0.960 eV
strongest force on any atom = 2.50 eV/A
HOMO-LUMO gap (alpha / beta) = 7.752 / 7.748 eV
HOMO energy (alpha / beta) = -8.710 / -8.708 eV
energy above the lowest of the compared OMol25 structures with the same formula, charge and spin = 121.2 kcal/mol
molecular weight = 98.1 g/mol

=====

The following is a quantum chemistry calculation of one molecule with the formula C4H6N2O, from OMol25.

```
13
Properties=species:S:1:pos:R:3:forces:R:3:mulliken_charge:R:1
H 1.358581 1.830515 -0.715058 -0.07 0.03 0.01 0.255
H -1.080702 -0.121034 2.082271 -0.42 0.09 -0.23 0.203
H 1.070308 -0.656701 1.061676 -0.07 -0.13 -0.02 0.398
H 2.764261 0.918880 0.076481 0.05 -0.06 0.10 0.286
C -0.772754 0.493524 0.111696 2.37 2.49 2.76 0.975
N -1.534363 -0.011889 1.187294 -0.21 -0.67 -1.05 -0.478
H -2.526785 0.145338 1.072374 0.27 0.17 0.70 0.226
H 0.016085 -2.486779 -2.285126 0.19 -0.07 0.38 0.299
C 0.814594 0.178465 0.422028 -1.40 0.87 -0.51 -0.615
C 1.700936 1.015594 -0.089400 -0.09 -0.15 0.03 -0.703
N -0.078756 -1.899881 -1.470564 -0.87 0.75 -0.32 -0.177
C -0.685709 -0.986777 -1.040558 0.32 -1.75 -1.29 -0.051
O -1.045695 1.580744 -0.413113 -0.10 -1.58 -0.57 -0.618
```
Forces are in eV/Å.

Values from the calculation:
total charge = 0
LUMO energy = 0.153 eV
strongest force on any atom = 4.41 eV/A
HOMO-LUMO gap = 8.974 eV
HOMO energy = -8.821 eV
energy above the lowest of the compared OMol25 structures with the same formula, charge and spin = 99.5 kcal/mol
molecular weight = 98.1 g/mol

=====

The following is a quantum chemistry calculation of one molecule with the formula C4H6N2O, from OMol25.

```
13
Properties=species:S:1:pos:R:3:forces:R:3:mulliken_charge:R:1
N -0.874111 0.411014 0.672364 -0.81 -0.10 -0.58 -0.623
C 0.521616 0.690778 0.292826 -0.03 -0.20 0.72 0.324
H 0.485312 2.652772 -0.304391 0.07 -0.17 -0.03 0.255
C -0.096837 -1.220134 -0.777647 0.15 0.11 -0.07 -0.125
H -0.148436 -2.140545 -1.349663 0.02 0.14 0.06 0.363
O -2.170848 -1.459429 0.603401 -0.15 -0.18 -0.22 -0.490
H -2.220286 -2.297966 0.132717 0.01 0.05 -0.03 0.323
C 0.879912 -0.295375 -0.767875 -0.20 -0.23 0.18 -0.763
H 0.726166 0.260274 1.287720 1.80 0.03 -0.19 0.200
H 1.784399 -0.256939 -1.368165 -0.16 -0.06 0.24 0.397
H 1.145442 2.390777 1.170519 -0.06 0.01 -0.31 0.288
C -1.102627 -0.750260 0.180171 -0.19 0.49 0.04 0.410
N 1.070298 2.015032 0.228022 -0.44 0.11 0.19 -0.559
```
Forces are in eV/Å.

Values from the calculation:
total charge = 0
SMILES string = N[C@@H]1C=CC(O)=N1
LUMO energy = 0.662 eV
strongest force on any atom = 1.81 eV/A
HOMO-LUMO gap = 9.908 eV
HOMO energy = -9.247 eV
energy above the lowest of the compared OMol25 structures with the same formula, charge and spin = 43.1 kcal/mol
molecular weight = 98.1 g/mol

=====

The following is a quantum chemistry calculation of one molecule with the formula C4H6N2O, from OMol25.

```
13
Properties=species:S:1:pos:R:3:forces:R:3:mulliken_charge:R:1
C 1.997419 0.706688 0.039479 -1.29 0.28 2.33 0.121
N 0.737229 0.506759 -0.209725 0.49 2.45 1.39 -0.309
H 3.604122 -0.331537 0.925311 4.22 0.50 6.04 0.402
H -1.912158 1.537500 -0.316089 0.56 -0.19 -0.44 0.400
H 2.812027 -1.465147 -0.074931 -0.21 2.79 0.63 0.254
C -1.112331 -0.701272 -0.017634 -6.66 -0.15 -1.94 0.018
C 3.086822 -0.303324 0.135011 -4.21 -3.30 -7.89 -0.930
N 0.086355 -0.739841 -0.084738 6.81 -1.15 -0.65 -0.294
H 3.666860 -0.133380 -0.798917 0.36 0.23 0.82 0.265
H 2.367773 1.822910 0.546936 -1.39 -2.79 -2.46 0.219
H -1.878097 -1.598881 -0.102392 2.29 1.16 0.87 0.247
O -3.248252 0.097422 0.241197 5.10 2.13 -2.34 -0.485
C -2.045176 0.468030 -0.164899 -6.07 -1.96 3.64 0.091
```
Forces are in eV/Å.

Values from the calculation:
total charge = 0
SMILES string = C/C=N\N=C/C=O
LUMO energy = -0.576 eV
strongest force on any atom = 9.53 eV/A
HOMO-LUMO gap = 8.431 eV
HOMO energy = -9.007 eV
energy above the lowest of the compared OMol25 structures with the same formula, charge and spin = 134.5 kcal/mol
molecular weight = 98.1 g/mol